Computed, not measured: C15H18F3O3Pd as an isolated structure, with ωB97M-V/def2-TZVPD.

The geometry in XYZ format:
```
40
Properties=species:S:1:pos:R:3:nbo_charge:R:1
Pd -0.038 1.741 -0.180 1.027
C 2.918 1.988 0.703 -0.255
O 1.964 2.098 -0.403 -0.525
C 2.147 3.276 -1.263 -0.105
C 1.176 4.348 -0.837 -0.098
O -0.095 3.637 -0.756 -0.568
C -1.412 4.263 -0.815 -0.098
C -2.318 3.121 -1.199 -0.107
O -2.069 1.995 -0.290 -0.528
C -3.001 1.876 0.830 -0.253
H 3.910 1.876 0.273 0.233
H 2.653 1.100 1.266 0.211
H 2.867 2.872 1.335 0.213
H 1.949 2.935 -2.278 0.235
H 3.183 3.607 -1.194 0.256
H 1.106 5.154 -1.566 0.256
H 1.404 4.766 0.144 0.225
H -1.415 5.059 -1.560 0.256
H -1.643 4.681 0.165 0.225
H -2.086 2.750 -2.196 0.233
H -3.372 3.393 -1.159 0.258
H -3.999 1.753 0.416 0.233
H -2.947 2.760 1.462 0.213
H -2.716 0.989 1.386 0.213
F -0.211 -7.188 2.099 -0.267
C 0.258 -6.975 0.882 0.935
F -0.499 -7.581 -0.023 -0.259
F 1.505 -7.388 0.793 -0.267
C 0.157 -5.470 0.570 0.286
C -1.039 -4.797 0.974 -0.210
C -1.101 -3.457 0.857 -0.044
C 0.042 -2.725 0.270 0.032
C 1.202 -3.485 -0.250 -0.026
C 1.230 -4.827 -0.115 -0.222
C 0.027 -1.391 0.186 0.030
C 0.003 -0.134 0.070 0.109
H -1.851 -5.370 1.404 0.302
H -1.959 -2.891 1.196 0.272
H 2.006 -2.940 -0.727 0.273
H 2.063 -5.419 -0.473 0.305
```

For the frontier orbital gap, the calculation gives 6.025 eV. Its largest force on an atom is 0.55 eV/A. The total energy comes out at -33586.4038 eV. The calculation puts the HOMO energy at -20.4 eV. The net charge is +3. The lowest unoccupied orbital energy is -0.5289 Eh.